No. 1
The following is a quantum chemistry calculation of C4H6N2 in the gas phase, from the Open Molecules 2025 dataset.

Values from the calculation:
LUMO   0.812 eV
SMILES   C[C@@]1(C#N)CN1
Total charge   0
Spin multiplicity   1
Frontier orbital gap   10.533 eV
Energy relative to the best compared isomer or geometry (same formula, charge and spin)   2.785 eV

The geometry in XYZ format:
```
12
Properties=species:S:1:pos:R:3:lowdin_charge:R:1
C 1.480 -0.242 0.006 -0.019
C -0.002 0.198 -0.079 -0.393
C -0.984 -0.887 -0.276 -0.168
N -1.229 -0.087 0.887 0.062
C -0.259 1.616 -0.189 -0.209
N -0.398 2.735 0.082 0.150
H 1.803 -0.587 -0.994 0.091
H 1.625 -1.095 0.675 0.083
H 2.173 0.556 0.286 0.078
H -1.654 -0.966 -1.117 0.114
H -0.585 -1.825 0.096 0.113
H -1.971 0.584 0.623 0.098
```

---

No. 2
The following is a quantum chemistry calculation of C4H6N2 in the gas phase, from the Open Molecules 2025 dataset.

Values from the calculation:
LUMO (alpha / beta)   0.175 / 0.172 eV
Total charge   0
Spin multiplicity   1
Frontier orbital gap (alpha / beta)   7.660 / 7.655 eV
Energy relative to the best compared isomer or geometry (same formula, charge and spin)   4.212 eV

The geometry in XYZ format:
```
12
Properties=species:S:1:pos:R:3:lowdin_charge:R:1
C 2.671 -0.183 -0.073 -0.302
C 1.493 0.653 -0.022 -0.104
C -1.220 0.341 0.109 -0.127
C -1.544 -1.120 0.025 -0.065
N 3.707 -0.725 -0.120 0.086
N 0.044 0.836 0.065 -0.001
H 1.941 1.617 -0.204 0.069
H -1.927 1.122 0.281 0.103
H -0.563 -1.556 -0.180 0.083
H -2.374 -1.239 -0.705 0.088
H -2.057 -1.522 0.893 0.070
H -0.170 1.776 -0.069 0.101
```

---

No. 3
The following is a quantum chemistry calculation of C4H6N2 in the gas phase, from the Open Molecules 2025 dataset.

Values from the calculation:
LUMO (alpha / beta)   0.988 / -1.920 eV
Expectation value of S²   2.012
Total charge   0
Spin multiplicity   3
Frontier orbital gap (alpha / beta)   7.152 / 7.603 eV
Energy relative to the best compared isomer or geometry (same formula, charge and spin)   2.669 eV

The geometry in XYZ format:
```
12
Properties=species:S:1:pos:R:3:lowdin_charge:R:1
C 1.031 0.985 0.127 -0.079
C 0.054 -1.199 -0.834 0.108
C 1.348 -0.497 -1.506 -0.259
C -1.296 -0.030 0.803 -0.090
N 1.782 0.682 -0.849 -0.008
N -0.019 -0.123 0.083 -0.260
H 0.961 1.870 0.790 0.132
H 2.239 -1.151 -1.696 0.107
H 1.099 -0.070 -2.467 0.090
H -1.884 0.641 0.113 0.089
H -1.072 0.356 1.761 0.055
H -1.866 -1.048 0.666 0.112
```

---

No. 4
The following is a quantum chemistry calculation of a gas-phase ion, C4H6N2 (charge +2), from the Open Molecules 2025 dataset.

Values from the calculation:
LUMO   -12.931 eV
SMILES   C1#[N+]C=[NH+]CC1
Total charge   +2
Spin multiplicity   1
Frontier orbital gap   8.898 eV
Energy relative to the best compared isomer or geometry (same formula, charge and spin)   4.304 eV

The geometry in XYZ format:
```
12
Properties=species:S:1:pos:R:3:lowdin_charge:R:1
C 1.230 -1.280 -0.148 0.235
C 1.962 0.841 0.108 0.274
C -0.159 -1.426 0.130 0.011
C -0.538 0.115 -0.136 -0.061
N 2.129 -0.466 -0.197 0.258
N 0.436 1.090 0.189 0.184
H 2.723 1.540 0.305 0.168
H -0.836 -2.236 -0.295 0.212
H -0.139 -1.665 1.251 0.208
H -0.875 0.367 -1.177 0.191
H -1.437 -0.142 0.453 0.182
H 0.309 2.038 0.260 0.139
```

---

No. 5
The following is a quantum chemistry calculation of 2 unconnected molecules or ions with the total composition C4H6N2, from the Open Molecules 2025 dataset.

Values from the calculation:
LUMO (alpha / beta)   -12.318 / -11.971 eV
Total charge   +2
Spin multiplicity   1
Frontier orbital gap (alpha / beta)   7.243 / 8.358 eV
Energy relative to the best compared isomer or geometry (same formula, charge and spin)   5.049 eV

The geometry in XYZ format:
```
12
Properties=species:S:1:pos:R:3:lowdin_charge:R:1
C -2.435 -0.311 0.164 0.093
C -0.132 -1.073 -0.120 0.319
C -3.468 0.370 0.266 0.261
C 2.688 -0.259 0.297 0.038
N -1.244 -0.615 -0.047 0.185
N 1.760 0.336 -0.208 0.185
H 0.424 -1.918 -0.474 0.144
H -4.430 0.043 0.402 0.118
H -3.537 1.452 0.314 0.169
H 3.739 0.291 0.398 0.191
H 2.680 -1.365 0.723 0.172
H 1.508 1.229 -0.532 0.124
```

---

No. 6
The following is a quantum chemistry calculation of a molecular structure, C4H6N2, from the Open Molecules 2025 dataset.

Values from the calculation:
LUMO (alpha / beta)   -12.270 / -15.300 eV
Total charge   +2
Spin multiplicity   1
Frontier orbital gap (alpha / beta)   10.139 / 4.932 eV
Energy relative to the best compared isomer or geometry (same formula, charge and spin)   6.743 eV

The geometry in XYZ format:
```
12
Properties=species:S:1:pos:R:3:lowdin_charge:R:1
C 2.092 -0.357 -0.049 0.116
C 0.805 1.364 0.070 -0.006
C -1.964 0.619 0.010 0.597
C 0.658 -0.852 -0.127 -0.049
N 2.079 0.894 0.195 0.271
N -0.015 0.385 -0.036 0.041
H 3.057 -0.865 -0.363 0.213
H 0.533 2.421 -0.048 0.192
H -2.183 1.797 0.046 0.183
H -2.324 -0.322 -0.143 0.051
H 0.570 -1.114 -1.193 0.189
H 0.257 -1.639 0.574 0.202
```